# CH5N2S

A 2-piece molecular cluster, CH5N2S overall (wB97M-V/def2-TZVPD, the Open Molecules 2025 dataset).

Structure (ORCA input):
```
! RIJCOSX wB97M-V def2-TZVPD def2/J DEFGRID3
* xyz 1 1
C 0.621 -0.147 -0.335
N 0.567 0.826 -1.195
N 0.155 -0.115 0.883
S 0.430 -1.238 2.131
H 1.203 -1.022 -0.726
H 0.933 0.748 -2.173
H 0.226 1.747 -0.927
H -0.311 0.657 1.405
H -1.860 -0.856 3.540
*
```

* energy above the lowest of the compared OMol25 structures with the same formula, charge and spin: 92.6 kcal/mol
* E_LUMO (alpha / beta): -4.2 / -6.8 eV
* highest occupied orbital energy (alpha / beta): -14.344 / -13.778 eV
* HOMO-LUMO gap (alpha / beta): 10.2 / 7.0 eV